Entry 1:
52
Properties=species:S:1:pos:R:3 method="wB97M-V/def2-TZVPD" homo_lumo_gap_ev="8.43 / 5.21" de_lowest_kj_mol=80.1 fmax_ev_per_a=7.18 e_homo_ev="-23.71 / -23.56" charge=+4 energy_ha=-1382.626339 s_squared=3.778 spin_multiplicity=4
Tc -0.240 -0.005 -0.097
C -2.186 -0.224 -0.322
O -3.333 -0.313 -0.480
C -0.472 1.815 0.426
O -0.601 2.935 0.741
C 1.685 0.247 0.168
O 2.824 0.406 0.379
C -1.467 0.979 -3.219
P -0.020 0.176 -2.390
H 0.512 -1.603 -3.963
H -2.304 0.314 -2.955
C 1.428 0.913 -3.268
H 1.138 0.895 -4.330
C -1.295 0.986 -4.737
H -1.002 0.005 -5.133
H -0.565 1.739 -5.066
H -2.260 1.251 -5.190
C -1.829 2.369 -2.687
H -1.092 3.138 -2.947
C 0.824 -2.481 -2.020
H -1.972 2.387 -1.599
H -2.785 2.660 -3.148
C -1.417 -2.150 -3.181
H 0.499 -2.370 -0.970
H 0.695 -3.541 -2.285
H 1.899 -2.261 -2.042
C 0.002 -1.616 -2.985
H -1.383 -3.240 -3.313
H -1.892 -1.724 -4.076
H -2.052 -1.929 -2.309
C 2.695 0.075 -3.111
H 3.013 0.033 -2.061
H 3.497 0.550 -3.691
H 2.571 -0.944 -3.491
C 1.672 2.366 -2.853
H 1.846 2.451 -1.770
H 0.849 3.035 -3.128
H 2.574 2.728 -3.366
H -0.265 -4.951 -1.048
H -0.248 -4.861 -0.302
C -0.675 -0.791 5.412
N -0.549 -1.135 4.014
C -0.708 -2.402 3.458
C -0.567 -2.276 2.107
N -0.325 -0.928 1.835
C -0.285 -0.266 3.000
H -1.671 -1.052 5.791
H 0.063 -1.337 6.013
H -0.519 0.287 5.526
H -0.914 -3.275 4.052
H -0.603 -3.031 1.335
H -0.047 0.785 3.170

Entry 2:
50
Properties=species:S:1:pos:R:3 method="wB97M-V/def2-TZVPD" homo_lumo_gap_ev=8.90 de_lowest_kj_mol=205.6 fmax_ev_per_a=1.02 e_homo_ev=-8.29 charge=0 energy_ha=-1264.747886 smiles=Cc1ncc(CN2CCN(CCC(C)C)[C@H](CCO)C2)s1
C 6.101 1.389 1.140
C 4.905 0.665 0.652
N 4.429 -0.409 1.162
C 3.332 -0.860 0.511
C 2.931 -0.112 -0.553
C 1.774 -0.331 -1.469
N 0.523 -0.413 -0.727
C 0.194 0.831 -0.046
C -1.064 0.599 0.797
N -2.204 0.188 0.009
C -2.877 1.249 -0.719
C -4.384 0.983 -0.796
C -5.035 0.839 0.583
C -6.418 0.205 0.446
C -5.150 2.184 1.295
C -1.895 -0.992 -0.788
C -1.986 -2.258 0.105
C -0.722 -3.098 0.333
O 0.266 -2.470 1.099
C -0.583 -0.817 -1.579
S 3.997 1.247 -0.740
H 6.855 1.449 0.357
H 6.510 0.860 1.996
H 5.838 2.404 1.434
H 2.848 -1.753 0.862
H 1.908 -1.283 -1.996
H 1.747 0.475 -2.223
H 0.026 1.649 -0.769
H 1.029 1.108 0.602
H -0.851 -0.191 1.522
H -1.318 1.507 1.347
H -2.488 1.378 -1.742
H -2.708 2.187 -0.188
H -4.857 1.800 -1.347
H -4.553 0.063 -1.359
H -4.399 0.177 1.178
H -6.347 -0.780 -0.010
H -6.887 0.097 1.422
H -7.061 0.826 -0.175
H -5.616 2.057 2.270
H -5.760 2.873 0.712
H -4.172 2.633 1.447
H -2.687 -1.078 -1.540
H -2.361 -1.939 1.079
H -2.731 -2.929 -0.325
H -1.010 -3.992 0.894
H -0.311 -3.431 -0.633
H 0.533 -1.667 0.606
H -0.756 -0.060 -2.367
H -0.324 -1.753 -2.078

Entry 3:
48
Properties=species:S:1:pos:R:3 method="wB97M-V/def2-TZVPD" homo_lumo_gap_ev=9.93 fmax_ev_per_a=0.49 e_homo_ev=-9.22 charge=0 energy_ha=-832.310686 smiles="CCCCC[C@H]1CC[C@@H](C(=O)N2CCOCC2)CC1"
C 7.112 -1.421 -0.900
C 5.699 -1.568 -1.452
C 4.745 -2.142 -0.407
C 3.342 -2.424 -0.948
C 2.555 -1.152 -1.262
C 1.165 -1.437 -1.845
C 0.177 -2.006 -0.822
C -0.244 -0.974 0.220
C -0.859 0.259 -0.452
C -1.187 1.280 0.626
O -0.366 2.088 1.019
N -2.429 1.229 1.173
C -3.508 0.355 0.753
C -4.617 0.380 1.804
O -5.169 1.663 1.987
C -4.217 2.711 1.884
C -2.798 2.233 2.157
C 0.146 0.854 -1.440
C 0.553 -0.183 -2.481
H 7.117 -0.758 -0.038
H 7.778 -1.008 -1.655
H 7.504 -2.388 -0.589
H 5.717 -2.229 -2.322
H 5.344 -0.591 -1.783
H 5.167 -3.077 -0.030
H 4.675 -1.450 0.436
H 2.800 -3.010 -0.203
H 3.423 -3.033 -1.852
H 2.472 -0.553 -0.355
H 3.111 -0.565 -1.994
H 1.295 -2.185 -2.638
H 0.613 -2.871 -0.320
H -0.713 -2.352 -1.355
H 0.618 -0.656 0.808
H -0.961 -1.426 0.911
H -1.760 -0.031 -0.999
H -3.921 0.685 -0.210
H -3.152 -0.673 0.650
H -4.223 -0.006 2.756
H -5.444 -0.262 1.490
H -4.511 3.476 2.607
H -4.267 3.146 0.875
H -2.087 3.057 2.069
H -2.725 1.821 3.170
H 1.015 1.210 -0.889
H -0.302 1.717 -1.938
H 1.265 0.261 -3.179
H -0.332 -0.476 -3.054

Entry 4:
58
Properties=species:S:1:pos:R:3 method="wB97M-V/def2-TZVPD" homo_lumo_gap_ev="6.08 / 5.99" de_lowest_kj_mol=212.3 fmax_ev_per_a=1.51 e_homo_ev="-10.37 / -10.84" charge=+1 energy_ha=-11698.480606 s_squared=2.021 spin_multiplicity=3
Pd -1.287 0.621 -1.245
C 2.862 0.705 -1.769
As 1.066 -0.093 -1.630
C 1.178 -1.199 -3.234
C 1.326 -1.547 -0.310
C 1.367 -1.204 1.188
C 2.083 0.133 1.398
C -0.038 -1.089 1.780
As -1.218 0.387 1.181
C -2.825 -0.333 2.033
C -0.863 1.877 2.432
C 2.161 -2.293 1.931
As 1.715 -4.262 2.020
C 0.489 -4.658 0.516
C 0.330 -4.210 3.425
H 3.601 -0.072 -1.560
H 3.001 1.543 -1.087
H 2.992 1.062 -2.792
H 2.163 -1.670 -3.283
H 1.045 -0.569 -4.115
H 0.399 -1.963 -3.231
H 2.254 -2.057 -0.596
H 0.501 -2.240 -0.511
H 1.538 0.927 0.867
H 3.105 0.089 1.025
H 2.111 0.387 2.456
H 0.033 -0.999 2.871
H -0.602 -1.996 1.542
H -2.616 -0.519 3.090
H -3.121 -1.265 1.550
H -3.657 0.367 1.955
H -0.647 1.497 3.436
H -1.763 2.498 2.477
H -0.038 2.506 2.096
H 2.234 -2.018 2.989
H 3.188 -2.273 1.547
H 0.994 -4.580 -0.444
H -0.413 -4.049 0.509
H 0.186 -5.699 0.639
H 0.680 -3.616 4.268
H 0.155 -5.223 3.789
H -0.618 -3.808 3.072
Se 1.821 3.836 -3.196
N 0.850 5.252 -2.912
C -0.270 4.901 -2.294
C -1.327 5.742 -1.911
C -2.411 5.156 -1.305
C -2.432 3.773 -1.065
N -1.446 2.961 -1.394
C -0.381 3.491 -2.017
N 0.651 2.758 -2.426
H -1.272 6.799 -2.117
H -3.261 5.753 -1.017
H -3.285 3.316 -0.577
Cl -3.815 0.389 -1.114
Si -2.621 -1.241 -2.101
Cl -1.832 0.245 -3.622
Cl -4.019 -2.224 -3.206